<1>
{
  "formula": "C6H11NO3S",
  "method": "the ωB97M-V functional and the def2-TZVPD basis",
  "elements": ["S", "O", "O", "O", "N", "C", "C", "C", "C", "C", "C", "H", "H", "H", "H", "H", "H", "H", "H", "H", "H", "H"],
  "positions_angstrom": [[-2.36, -1.20, 0.10], [-1.73, -2.38, -0.47], [-1.91, -0.72, 1.40], [-1.55, 0.24, -1.08], [-1.14, 1.22, -0.36], [1.28, -0.77, 0.25], [0.68, 0.17, 1.04], [-1.81, 2.48, -0.69], [2.24, -1.74, 1.03], [1.20, -0.77, -1.25], [-0.23, 1.23, 0.63], [1.92, -2.76, 0.76], [2.02, -1.53, 2.08], [0.94, 0.22, 2.12], [-2.95, 2.39, -0.92], [3.33, -1.86, 0.67], [-1.50, 2.87, -1.64], [-0.30, 2.04, 1.31], [-1.50, 3.22, -0.01], [2.08, -1.16, -1.75], [0.89, 0.16, -1.65], [0.40, -1.35, -1.60]],
  "mulliken_charge": [0.64, -0.49, -0.45, -0.53, 0.52, 1.46, -0.76, -0.97, -1.24, -1.42, -0.18, 0.31, 0.32, 0.17, 0.27, 0.31, 0.35, 0.26, 0.32, 0.38, 0.40, 0.33],
  "e_lumo_ev": [-0.31, -0.31],
  "homo_ev": [-8.40, -8.40]
}



<2>
{
  "formula": "C6H11NO3S",
  "method": "the ωB97M-V functional and the def2-TZVPD basis",
  "elements": ["S", "O", "O", "O", "N", "C", "C", "C", "C", "C", "C", "H", "H", "H", "H", "H", "H", "H", "H", "H", "H", "H"],
  "positions_angstrom": [[1.81, 0.38, -0.26], [1.14, 1.31, -1.11], [2.73, 0.89, 0.75], [-0.11, -2.01, -1.04], [-0.48, -0.97, -0.42], [-1.71, 0.70, 0.47], [2.68, -0.85, -1.27], [-1.55, -0.27, -0.61], [-0.47, 0.65, 1.34], [0.38, -0.45, 0.63], [0.95, -1.60, 1.51], [-2.60, 0.40, 1.01], [-1.99, 1.65, 0.13], [3.39, -0.30, -1.83], [3.42, -1.39, -0.55], [-2.17, -0.47, -1.51], [2.05, -1.40, -1.96], [0.42, -2.18, 2.31], [0.94, -2.29, 0.66], [-0.74, 0.25, 2.29], [0.19, 1.56, 1.31], [2.02, -1.39, 1.73]],
  "mulliken_charge": [1.13, -0.64, -0.62, -0.75, 0.59, -0.73, -1.01, -0.34, -0.69, 0.48, -1.46, 0.32, 0.37, 0.49, 0.29, 0.44, 0.31, 0.36, 0.53, 0.34, 0.28, 0.30],
  "e_lumo_ev": 0.66,
  "smiles": "C[C@]1(S(C)(=O)=O)CCC=[N+]1[O-]",
  "homo_ev": -8.83
}



Most favorable structure: <2>. The second most favorable one is 5.9 kcal/mol above it.



<1>
{
  "formula": "C2H8NS",
  "method": "the ωB97M-V functional and the def2-TZVPD basis",
  "elements": ["S", "N", "C", "C", "H", "H", "H", "H", "H", "H", "H", "H"],
  "positions_angstrom": [[-1.39, 0.19, -2.72], [0.54, -0.86, -0.64], [0.88, 0.40, 1.44], [-0.17, -0.09, 0.40], [-0.73, 0.88, -0.02], [1.80, -0.14, 1.20], [0.99, 1.59, 1.46], [-1.83, 1.45, -2.26], [0.61, -0.02, 2.48], [0.37, -1.90, -0.55], [-1.02, -0.84, 0.76], [-0.05, -0.66, -1.55]],
  "mulliken_charge": [-0.84, -0.66, -0.94, 0.05, 0.07, 0.32, 0.24, -0.02, 0.18, 0.23, 0.23, 0.14],
  "e_lumo_ev": 4.24,
  "charge": -1,
  "homo_ev": -2.84
}



<2>
{
  "formula": "C2H8NS",
  "method": "the ωB97M-V functional and the def2-TZVPD basis",
  "elements": ["S", "N", "C", "C", "H", "H", "H", "H", "H", "H", "H", "H"],
  "positions_angstrom": [[-2.32, -0.09, 1.33], [0.42, 0.35, -0.56], [2.78, 0.06, -0.67], [1.48, -0.08, -1.46], [2.96, 1.15, -0.53], [1.39, -1.15, -1.71], [-3.20, -0.90, 1.94], [3.64, -0.33, -1.31], [2.78, -0.64, 0.23], [-0.16, -0.46, 0.00], [-0.34, 0.82, -0.95], [1.60, 0.60, -2.33]],
  "mulliken_charge": [-0.87, -0.51, -0.96, -0.33, 0.29, 0.24, -0.05, 0.29, 0.24, 0.15, 0.20, 0.32],
  "e_lumo_ev": 3.80,
  "charge": -1,
  "homo_ev": -2.63
}



Most favorable structure: <2>. The second most favorable one is 12.0 kcal/mol above it.